No. 1
Molecular formula: CH5BrN2
Method: DFT, wB97M-V/def2-TZVPD

Last column: Mulliken charge in e.
Atoms and positions in Å:
C  -1.0380  0.6484  0.0124  -0.792
N  0.5968  -0.8950  0.1830  -0.182
N  -0.5096  -0.6355  -0.4160  -0.120
Br  2.7702  -0.0615  -0.8709  -0.545
H  -1.8588  1.0691  -0.7090  0.278
H  -1.6469  0.4963  0.8255  0.376
H  -0.3203  1.3137  0.4250  0.357
H  1.0533  -1.6790  -0.2479  0.353
H  0.9532  -0.2565  0.7979  0.274

Largest force on an atom (eV/Å): 6.750
HOMO-LUMO gap (spin up / spin down) (eV): 7.165 / 7.129
Energy relative to the best compared isomer or geometry (same formula, charge and spin) (kcal per mole): 22.6

---

No. 2
Molecular formula: CH5Cl3N3O2PS2
Method: DFT, wB97M-V/def2-TZVPD

Last column: Mulliken charge in e.
Atoms and positions in Å:
C  -1.2561  -0.9381  -2.2521  0.324
N  1.2299  -1.0218  2.1714  -0.572
N  2.1872  1.1481  1.1410  -0.657
N  -0.9210  1.4107  -0.6018  -0.613
O  0.5246  -0.4027  -0.1693  -0.330
O  -1.7754  -0.8467  0.3058  -0.569
P  0.7015  0.3740  1.3532  0.617
S  -0.5658  1.4725  2.2330  -0.300
S  -0.9629  -0.0791  -0.5844  1.026
Cl  -0.6598  0.1511  -3.5001  -0.103
Cl  -0.8762  -2.5616  -2.4945  -0.074
Cl  -3.0773  -0.6390  -2.1158  -0.113
H  0.6369  -1.1016  2.9565  0.259
H  1.4029  -1.8988  1.6524  0.266
H  2.0784  2.1765  0.9331  0.297
H  2.6351  0.8119  0.3387  0.267
H  -1.3020  1.9446  -1.3671  0.274

Largest force on an atom (eV/Å): 3.897
HOMO-LUMO gap (eV): 9.142
Energy relative to the best compared isomer or geometry (same formula, charge and spin) (kcal per mole): 31.3

---

No. 3
Molecular formula: CH5ClN2
Method: DFT, wB97M-V/def2-TZVPD

Last column: Mulliken charge in e.
Atoms and positions in Å:
C  0.3915  0.2450  0.4265  -0.627
N  -0.8858  0.1202  -0.2856  -0.014
N  -1.0602  -0.7991  -1.2836  -0.516
Cl  -0.8060  -2.6283  -0.7452  -0.224
H  0.5814  -0.3807  1.3162  0.270
H  1.1805  0.0907  -0.2437  0.297
H  0.2302  1.3347  0.8612  0.238
H  -1.7345  0.1198  0.1936  0.235
H  -0.2706  -0.9261  -2.0673  0.341

Largest force on an atom (eV/Å): 4.380
SMILES string: CNNCl
HOMO-LUMO gap (eV): 10.084
Energy relative to the best compared isomer or geometry (same formula, charge and spin) (kcal per mole): 54.4

---

No. 4
Molecular formula: CH5ClNOPS
Method: DFT, wB97M-V/def2-TZVPD

Last column: Löwdin spin population.
Atoms and positions in Å:
C  0.5676  0.3322  0.1375  0.018
N  -0.6212  -0.3745  0.5845  0.161
O  -1.7941  -0.0437  -1.8228  0.036
P  -2.1557  0.1504  -0.2912  0.360
S  -2.8946  1.8862  0.1407  1.064
Cl  -3.2786  -1.4539  0.1447  0.346
H  0.4857  0.5322  -0.9314  0.003
H  0.7328  1.2818  0.6504  0.002
H  1.4336  -0.3183  0.3005  0.007
H  -0.7780  -0.2809  1.5784  0.002
H  -1.6466  -0.9583  -2.0751  0.002

⟨S²⟩: 2.009
Largest force on an atom (eV/Å): 5.224
2S+1: 3
HOMO-LUMO gap (spin up / spin down) (eV): 4.759 / 6.504

---

No. 5
Molecular formula: CH5ClO2SSi
Method: DFT, wB97M-V/def2-TZVPD

Last column: Mulliken charge in e.
Atoms and positions in Å:
C  1.4272  0.9423  -0.2149  -0.760
O  -3.2243  -1.2731  0.4206  -0.399
O  -0.8205  -0.8026  -0.2728  -0.166
Si  0.8288  -0.7571  0.2076  0.306
S  -2.4204  -0.6142  -0.5684  0.690
Cl  -2.5605  1.4146  0.0322  -0.247
H  1.8748  1.4181  0.7837  0.249
H  2.0642  1.0075  -1.1082  0.298
H  0.4250  1.5253  -0.5153  0.200
H  0.8459  -0.8309  1.7124  -0.099
H  1.5599  -2.0299  -0.4770  -0.074

Largest force on an atom (eV/Å): 2.747
HOMO-LUMO gap (eV): 10.663
Energy relative to the best compared isomer or geometry (same formula, charge and spin) (kcal per mole): 25.2

---

No. 6
Molecular formula: CH5ClO2SSi
Method: DFT, wB97M-V/def2-TZVPD

Last column: Mulliken charge in e.
Atoms and positions in Å:
C  0.8247  0.6688  1.0458  -0.855
O  0.5366  -1.8604  -0.7902  -0.584
O  -0.4344  -2.2058  1.3544  -0.558
Si  -2.2900  -0.8209  -0.7226  0.608
S  -0.2719  -1.3117  0.2442  0.844
Cl  -2.5599  0.8323  0.4759  -0.241
H  0.5614  0.5397  1.9809  0.388
H  1.9763  0.4414  0.9700  0.274
H  0.2665  1.4572  0.5598  0.319
H  -2.5828  -0.5125  -2.0988  -0.106
H  -3.2346  -1.8800  -0.3853  -0.090

Largest force on an atom (eV/Å): 5.445
HOMO-LUMO gap (eV): 8.350
Energy relative to the best compared isomer or geometry (same formula, charge and spin) (kcal per mole): 72.7

---

No. 7
Molecular formula: CH5FN2
Method: DFT, wB97M-V/def2-TZVPD

Last column: Mulliken charge in e.
Atoms and positions in Å:
C  0.2917  0.8558  0.5742  -0.640
N  0.7802  -0.2778  -0.1852  -0.391
N  -0.7406  -1.2118  -0.9319  -0.166
F  -1.5715  -1.0854  0.1562  -0.159
H  1.1324  1.5325  0.7674  0.321
H  -0.4002  1.6710  0.0361  0.244
H  -0.2884  0.6406  1.5122  0.260
H  1.1958  0.0807  -1.0522  0.274
H  -0.3994  -2.2056  -0.8767  0.257

Largest force on an atom (eV/Å): 3.626
HOMO-LUMO gap (eV): 9.857
Energy relative to the best compared isomer or geometry (same formula, charge and spin) (kcal per mole): 105.7

---

No. 8
Molecular formula: CH5FNP
Method: DFT, wB97M-V/def2-TZVPD

Last column: Mulliken charge in e.
Atoms and positions in Å:
C  -0.5776  -1.0182  0.0835  -0.738
N  -0.2462  0.2597  -0.5344  -0.116
F  -1.3923  1.0814  -0.4367  -0.216
P  1.0743  1.0057  0.5837  -0.020
H  0.3437  -1.6063  0.0986  0.309
H  -0.9366  -0.9059  1.1133  0.343
H  -1.3324  -1.5414  -0.5012  0.274
H  1.0075  2.2098  -0.1294  0.082
H  2.0596  0.5151  -0.2773  0.081

Largest force on an atom (eV/Å): 1.827
SMILES string: CN(F)P
HOMO-LUMO gap (eV): 10.143
Energy relative to the best compared isomer or geometry (same formula, charge and spin) (kcal per mole): 54.0

---

No. 9
Molecular formula: CH5IN2S
Method: DFT, wB97M-V/def2-TZVPD

Last column: Mulliken charge in e.
Atoms and positions in Å:
C  1.1399  -1.1804  -0.4471  -0.429
N  -1.2688  2.4101  -0.2562  -0.426
N  -0.1441  -0.7485  -0.8834  -0.535
S  -0.3043  1.4273  0.3912  0.267
I  -1.0028  0.6629  2.6546  0.000
H  1.4834  -0.4462  0.3667  0.120
H  1.2593  -2.2219  0.0230  0.264
H  1.8744  -1.0881  -1.2842  0.227
H  -2.1927  2.6176  -0.0063  0.285
H  -0.8444  -1.4329  -0.5583  0.227

Largest force on an atom (eV/Å): 2.625
HOMO-LUMO gap (spin up / spin down) (eV): 6.550 / 6.551
Energy relative to the best compared isomer or geometry (same formula, charge and spin) (kcal per mole): 62.4

---

No. 10
Molecular formula: CH5INP
Method: DFT, wB97M-V/def2-TZVPD

Last column: Mulliken charge in e.
Atoms and positions in Å:
C  0.1043  -0.8423  -0.6746  -0.837
N  -0.2906  0.1589  0.2787  -0.314
P  0.2683  1.6054  -0.1856  0.072
I  -3.2994  0.0499  -0.0882  -0.025
H  -0.3549  -0.5330  -1.6248  0.399
H  1.1921  -0.9904  -0.7683  0.334
H  -0.2932  -1.8255  -0.2242  0.242
H  -0.0696  1.5501  -1.5155  0.054
H  -0.8934  2.4134  0.2640  0.075

Largest force on an atom (eV/Å): 2.823
HOMO-LUMO gap (spin up / spin down) (eV): 8.396 / 6.419
Energy relative to the best compared isomer or geometry (same formula, charge and spin) (kcal per mole): 88.0

---

- Among the records above, which one has the lowest largest force on an atom?
  CH5FNP